Entry 1:
Formula: C17H23N3O6S
Source: OMol25
Level of theory: wB97M-V/def2-TZVPD

Computed properties:
Molar mass   397.45 g/mol
Energy relative to the best compared isomer or geometry (same formula, charge and spin)   84.26 kcal/mol
Max |F|   1.521 eV Å⁻¹
Highest occupied orbital energy   -0.3298 hartree
LUMO energy   -0.862 eV
HOMO-LUMO gap   8.111 eV
SMILES   CCOC(=O)CSc1ccc(C(=O)NCCN2CCOCC2)cc1[N+](=O)[O-]

```
! wB97M-V def2-TZVPD RIJCOSX def2/J DEFGRID3
* xyz 0 1
C 1.91 -0.82 2.03
C 2.06 -1.21 0.57
O 1.85 -2.62 0.46
C 2.28 -3.22 -0.65
O 2.87 -2.67 -1.54
C 1.85 -4.67 -0.66
S 0.29 -4.78 -1.60
C -0.63 -3.36 -1.07
C -1.14 -2.56 -2.10
C -1.78 -1.37 -1.83
C -1.92 -0.93 -0.51
C -2.53 0.42 -0.29
O -3.22 0.96 -1.15
N -2.27 0.99 0.90
C -2.59 2.37 1.17
C -1.30 3.21 1.31
N -0.34 2.86 0.28
C 0.99 3.38 0.57
C 1.97 2.87 -0.48
O 1.59 3.26 -1.77
C 0.29 2.79 -2.06
C -0.73 3.29 -1.05
C -1.50 -1.75 0.52
C -0.87 -2.96 0.25
N -0.52 -3.76 1.40
O -0.20 -4.91 1.23
O -0.60 -3.23 2.49
H 0.98 -1.21 2.43
H 1.91 0.27 2.12
H 2.73 -1.22 2.62
H 1.31 -0.70 -0.05
H 3.05 -0.96 0.18
H 2.55 -5.27 -1.24
H 1.71 -5.07 0.34
H -0.99 -2.89 -3.11
H -2.15 -0.75 -2.62
H -1.56 0.59 1.49
H -3.17 2.45 2.09
H -3.20 2.72 0.34
H -0.84 2.98 2.27
H -1.57 4.28 1.30
H 1.30 3.04 1.56
H 0.99 4.49 0.57
H 2.96 3.30 -0.31
H 2.03 1.78 -0.42
H 0.05 3.14 -3.07
H 0.29 1.68 -2.06
H -1.71 2.87 -1.30
H -0.79 4.39 -1.11
H -1.66 -1.50 1.55
*
```

***

Entry 2:
Formula: C17H23N7O2S
Source: OMol25
Level of theory: wB97M-V/def2-TZVPD

Computed properties:
Molar mass   389.49 g/mol
Energy relative to the best compared isomer or geometry (same formula, charge and spin)   64.83 kcal/mol
Max |F|   6.828 eV Å⁻¹
Highest occupied orbital energy   -0.3185 hartree
LUMO energy   0.329 eV
HOMO-LUMO gap   8.996 eV
SMILES   [H]/N=C(\N)CN[C@@H]1N[C@H](N2CCOCC2)NC(=O)[C@H]1c1nc2ccccc2s1

```
! wB97M-V def2-TZVPD RIJCOSX def2/J DEFGRID3
* xyz 0 1
H 4.40 0.54 0.52
N 3.76 0.89 -0.25
C 2.85 1.74 0.16
N 2.75 1.91 1.56
C 1.68 2.23 -0.89
N 0.84 1.10 -1.45
C 0.16 0.34 -0.38
N 0.24 -0.89 -1.18
C -0.10 -2.10 -0.44
N -0.05 -3.19 -1.40
C -0.66 -2.95 -2.69
C -0.94 -4.28 -3.47
O 0.29 -5.21 -3.41
C 0.59 -5.49 -2.05
C 1.06 -4.25 -1.39
N -1.47 -1.94 -0.14
C -1.87 -0.82 0.55
O -2.63 -0.84 1.55
C -1.38 0.55 -0.01
C -1.54 1.60 0.99
N -0.46 1.92 1.68
C -0.78 3.11 2.26
C 0.09 3.90 3.08
C -0.38 4.94 3.89
C -1.71 5.39 3.72
C -2.55 4.62 2.87
C -2.08 3.53 2.15
S -2.88 2.57 1.03
H 3.51 1.50 2.05
H 1.71 1.93 1.92
H 2.10 2.89 -1.64
H 0.97 2.89 -0.44
H 1.47 0.45 -1.89
H 0.80 0.30 0.38
H -0.34 -0.88 -1.97
H 0.50 -2.25 0.50
H -1.59 -2.44 -2.64
H 0.07 -2.44 -3.29
H -1.06 -4.05 -4.50
H -1.76 -4.89 -3.15
H -0.30 -5.93 -1.61
H 1.42 -6.16 -2.03
H 1.91 -3.89 -2.00
H 1.40 -4.45 -0.34
H -1.96 -2.76 0.22
H -2.03 0.80 -0.91
H 1.14 3.72 3.00
H 0.34 5.51 4.57
H -1.99 6.33 4.36
H -3.55 4.89 2.56
*
```

***

Entry 3:
Formula: C17H23NO3S
Source: OMol25
Level of theory: wB97M-V/def2-TZVPD

Computed properties:
Molar mass   321.44 g/mol
Energy relative to the best compared isomer or geometry (same formula, charge and spin)   359.85 kcal/mol
Max |F|   17.690 eV Å⁻¹
Highest occupied orbital energy   -0.2738 hartree
LUMO energy   0.621 eV
HOMO-LUMO gap   8.071 eV
SMILES   CCOC(=O)[C@@H]1CCCN(C(=O)CSc2ccc(C)cc2)C1

```
! wB97M-V def2-TZVPD RIJCOSX def2/J DEFGRID3
* xyz 0 1
C -5.20 -2.60 0.59
C -3.90 -2.71 -0.44
O -3.00 -1.95 -0.23
C -3.20 -0.62 -0.47
O -4.13 -0.26 -1.06
C -2.04 0.36 -0.12
C -2.44 1.04 1.33
C -1.44 1.95 1.67
C -1.09 3.11 0.65
N -0.64 2.27 -0.51
C 0.55 2.62 -0.87
O 1.29 3.26 -0.44
C 1.08 1.42 -2.20
S 0.97 -0.23 -1.65
C 2.59 -0.67 -0.86
C 2.96 -1.88 -0.81
C 4.27 -2.05 -0.30
C 4.89 -1.14 0.52
C 6.18 -1.38 0.88
C 4.42 0.12 0.29
C 3.17 0.57 -0.10
C -1.73 1.45 -1.12
H -6.09 -3.39 0.27
H -5.76 -1.75 0.44
H -5.04 -2.69 1.46
H -3.43 -3.60 -0.39
H -4.31 -2.54 -1.49
H -1.28 -0.22 0.43
H -2.68 0.10 2.04
H -3.44 1.46 1.14
H -1.71 2.69 2.73
H -0.47 1.44 1.87
H -0.30 3.69 1.28
H -2.02 3.63 0.49
H 0.43 1.84 -2.91
H 2.06 1.88 -2.48
H 2.45 -2.62 -1.33
H 4.42 -3.22 -0.12
H 6.87 -0.65 1.32
H 6.78 -2.44 0.53
H 5.99 -1.88 2.04
H 4.97 0.95 1.06
H 2.96 1.61 -0.18
H -1.46 1.09 -1.86
H -2.51 1.92 -1.08
*
```

***

Entry 4:
Formula: C17H23NO4
Source: OMol25
Level of theory: wB97M-V/def2-TZVPD

Computed properties:
Molar mass   305.37 g/mol
Energy relative to the best compared isomer or geometry (same formula, charge and spin)   10.57 kcal/mol
Max |F|   0.604 eV Å⁻¹
Highest occupied orbital energy   -0.3157 hartree
LUMO energy   0.575 eV
HOMO-LUMO gap   9.165 eV
SMILES   O=C(CCC1CCCC1)N[C@@H](Cc1ccc(O)cc1)C(=O)O

```
! wB97M-V def2-TZVPD RIJCOSX def2/J DEFGRID3
* xyz 0 1
O -0.59 -2.85 1.16
C -0.52 -2.36 0.05
C 0.45 -2.81 -1.03
C 1.53 -1.75 -1.32
C 2.84 -2.01 -0.58
C 3.85 -0.89 -0.85
C 3.47 0.23 0.13
C 2.69 -0.46 1.27
C 2.70 -1.95 0.94
N -1.31 -1.33 -0.34
C -2.35 -0.80 0.50
C -1.85 0.32 1.44
C -0.93 1.33 0.79
C 0.09 1.89 1.55
C 0.96 2.81 1.01
C 0.83 3.20 -0.32
O 1.67 4.09 -0.91
C -0.20 2.66 -1.08
C -1.07 1.74 -0.53
C -3.51 -0.36 -0.37
O -3.54 -0.47 -1.57
O -4.52 0.15 0.34
H -0.13 -3.00 -1.93
H 0.91 -3.74 -0.72
H 1.15 -0.76 -1.07
H 1.75 -1.76 -2.40
H 3.23 -2.98 -0.90
H 4.86 -1.26 -0.63
H 3.83 -0.55 -1.88
H 2.85 0.97 -0.36
H 4.36 0.74 0.50
H 3.15 -0.26 2.24
H 1.67 -0.08 1.30
H 3.56 -2.43 1.40
H 1.80 -2.45 1.31
H -1.29 -1.01 -1.29
H -2.72 -1.61 1.14
H -2.72 0.83 1.86
H -1.31 -0.16 2.26
H 0.21 1.59 2.58
H 1.76 3.23 1.61
H 2.34 4.38 -0.27
H -0.30 2.97 -2.11
H -1.87 1.35 -1.14
H -5.25 0.41 -0.24
*
```

***

Entry 5:
Formula: C17H23NO6
Source: OMol25
Level of theory: wB97M-V/def2-TZVPD

Computed properties:
Molar mass   337.37 g/mol
Energy relative to the best compared isomer or geometry (same formula, charge and spin)   22.88 kcal/mol
Max |F|   0.700 eV Å⁻¹
Highest occupied orbital energy   -0.3224 hartree
LUMO energy   0.627 eV
HOMO-LUMO gap   9.401 eV
SMILES   COc1ccc(C(=O)OCC(=O)NC2CCCC2)c(OC)c1OC

```
! wB97M-V def2-TZVPD RIJCOSX def2/J DEFGRID3
* xyz 0 1
C 5.82 -0.23 -1.58
O 4.73 -1.11 -1.75
C 3.61 -1.02 -1.00
C 2.62 -1.95 -1.34
C 1.42 -1.98 -0.69
C 1.14 -1.06 0.32
C -0.20 -1.04 0.96
O -0.75 -0.05 1.39
O -0.75 -2.26 0.97
C -2.04 -2.41 1.57
C -3.18 -2.06 0.59
O -3.91 -2.91 0.14
N -3.26 -0.75 0.32
C -4.20 -0.18 -0.61
C -3.47 0.46 -1.81
C -3.79 1.96 -1.76
C -4.18 2.21 -0.30
C -4.99 0.96 0.05
C 2.12 -0.13 0.69
O 1.87 0.72 1.74
C 1.69 2.08 1.38
C 3.37 -0.12 0.05
O 4.33 0.79 0.45
C 4.84 0.60 1.76
H 5.52 0.81 -1.64
H 6.33 -0.41 -0.63
H 6.51 -0.47 -2.40
H 2.84 -2.63 -2.14
H 0.67 -2.71 -0.96
H -2.11 -1.77 2.46
H -2.11 -3.46 1.84
H -2.59 -0.12 0.75
H -4.86 -1.00 -0.92
H -2.40 0.30 -1.70
H -3.77 0.02 -2.75
H -4.64 2.18 -2.40
H -2.95 2.57 -2.08
H -3.29 2.27 0.32
H -4.75 3.13 -0.17
H -5.09 0.80 1.12
H -5.98 1.03 -0.39
H 0.77 2.19 0.80
H 2.54 2.46 0.80
H 1.60 2.62 2.32
H 5.54 1.42 1.92
H 4.05 0.63 2.51
H 5.37 -0.36 1.83
*
```

***

Entry 6:
Formula: C17H23NPSbSe4V
Source: OMol25
Level of theory: wB97M-V/def2-TZVPD

Computed properties:
Molar mass   760.90 g/mol
Energy relative to the best compared isomer or geometry (same formula, charge and spin)   2.81 kcal/mol
Max |F|   3.396 eV Å⁻¹
Highest occupied orbital energy (spin up / spin down)   -0.4121 / -0.4121 hartree
LUMO energy (spin up / spin down)   -4.629 / -4.673 eV
HOMO-LUMO gap (spin up / spin down)   6.585 / 6.540 eV

```
! wB97M-V def2-TZVPD RIJCOSX def2/J DEFGRID3
* xyz 1 1
V -0.89 1.22 0.48
C 2.17 0.76 -0.61
N 1.39 0.91 0.63
C 2.02 1.88 1.49
C 1.31 -0.40 1.29
C 0.43 -0.18 2.51
C 0.77 -0.69 3.80
C -0.03 -0.31 4.86
C -1.11 0.59 4.77
C -1.34 1.10 3.55
C -0.62 0.73 2.39
H 3.22 0.43 -0.33
H 2.23 1.67 -1.11
H 1.68 0.08 -1.25
H 3.06 1.66 1.64
H 1.42 2.05 2.41
H 1.90 2.75 1.00
H 2.29 -0.72 1.57
H 0.88 -1.19 0.59
H 1.69 -1.30 3.98
H 0.21 -0.69 5.88
H -1.66 0.85 5.65
H -2.06 1.87 3.43
Se -2.33 6.59 -1.52
Sb -1.98 4.34 -2.10
Se -2.99 1.45 0.80
Se -0.12 3.18 -0.80
Se -2.76 3.02 -3.85
C -1.96 -2.05 0.01
P -1.39 -0.71 -0.99
C -2.81 -0.30 -2.03
C -0.09 -1.33 -2.09
C 0.79 -2.25 -1.52
C 1.90 -2.67 -2.19
C 2.05 -2.32 -3.53
C 1.23 -1.42 -4.11
C 0.14 -0.87 -3.40
H -1.18 -2.44 0.66
H -2.28 -2.85 -0.66
H -2.88 -1.76 0.54
H -2.84 -1.05 -2.84
H -2.76 0.78 -2.33
H -3.66 -0.40 -1.34
H 0.60 -2.66 -0.51
H 2.63 -3.28 -1.74
H 2.82 -2.81 -4.09
H 1.45 -1.10 -5.11
H -0.52 -0.13 -3.88
*
```

***

Entry 7:
Formula: C17H24AuF5N3O2Ta
Source: OMol25
Level of theory: wB97M-V/def2-TZVPD

Computed properties:
Molar mass   775.30 g/mol
Energy relative to the best compared isomer or geometry (same formula, charge and spin)   0.00 kcal/mol
Max |F|   3.779 eV Å⁻¹
Highest occupied orbital energy (spin up / spin down)   -0.5755 / -0.5755 hartree
LUMO energy (spin up / spin down)   -9.029 / -9.028 eV
HOMO-LUMO gap (spin up / spin down)   6.631 / 6.631 eV

```
! wB97M-V def2-TZVPD RIJCOSX def2/J DEFGRID3
* xyz 2 1
N -1.83 -0.94 0.12
C -2.82 -1.62 -0.13
O -3.77 -2.27 -0.37
Au -0.26 2.37 1.45
Ta 0.01 -0.34 0.40
N 0.25 1.44 -0.55
N 0.69 -1.66 -0.85
C -0.53 2.28 -1.49
C 0.36 -2.65 -1.88
C -0.16 3.75 -1.26
C -0.20 1.88 -2.93
C -2.00 2.06 -1.17
C -0.26 -3.85 -1.17
C 1.61 -3.07 -2.68
C -0.66 -2.08 -2.84
H -0.33 4.02 -0.20
H -0.83 4.37 -1.88
H 0.88 3.95 -1.54
H 0.83 2.14 -3.19
H -0.87 2.44 -3.61
H -0.37 0.81 -3.11
H -2.28 1.01 -1.21
H -2.60 2.63 -1.89
H -2.21 2.45 -0.16
H 0.45 -4.29 -0.45
H -0.53 -4.62 -1.91
H -1.16 -3.55 -0.63
H 2.33 -3.63 -2.07
H 2.10 -2.19 -3.12
H 1.30 -3.74 -3.50
H -0.90 -2.85 -3.59
H -0.26 -1.21 -3.38
H -1.59 -1.81 -2.33
C 1.74 1.61 -0.65
H 2.26 0.75 -0.19
H 2.07 1.69 -1.70
H 2.04 2.51 -0.09
C 1.95 -1.93 -0.07
H 1.94 -1.38 0.91
H 2.02 -3.00 0.17
H 2.84 -1.64 -0.64
F -1.13 2.31 6.65
C -0.61 1.61 5.62
C -0.08 2.27 4.53
F -0.07 3.62 4.54
C 0.49 1.56 3.41
F 1.88 1.85 3.17
C 0.18 0.12 3.43
O 0.19 -0.56 2.29
C -0.19 -0.54 4.61
F -0.24 -1.90 4.63
C -0.62 0.20 5.69
F -1.04 -0.41 6.81
*
```

***

Entry 8:
Formula: C17H24B5Ca3F20O15
Source: OMol25
Level of theory: wB97M-V/def2-TZVPD

Computed properties:
Molar mass   1022.62 g/mol
Max |F|   3.375 eV Å⁻¹
Highest occupied orbital energy   -0.4729 hartree
LUMO energy   -3.722 eV
HOMO-LUMO gap   9.147 eV

```
! wB97M-V def2-TZVPD RIJCOSX def2/J DEFGRID3
* xyz 1 1
Ca 2.72 3.43 1.26
Ca 0.28 -0.85 3.62
Ca 4.41 -1.88 0.85
B -1.87 1.19 3.99
F -1.61 0.15 4.91
F -0.87 1.14 3.00
F -3.14 0.98 3.47
F -1.82 2.43 4.61
B 1.67 0.11 1.18
F 1.99 0.10 2.53
F 0.32 -0.16 1.15
F 1.94 1.44 0.73
F 2.46 -0.82 0.49
B 2.15 -2.91 3.39
F 2.19 -1.93 4.38
F 0.85 -2.89 2.88
F 3.08 -2.69 2.34
F 2.32 -4.20 3.88
B 2.00 3.86 4.08
F 1.92 2.63 3.38
F 2.59 3.66 5.33
F 2.86 4.70 3.30
F 0.73 4.32 4.26
B 5.15 0.89 1.87
F 6.48 1.25 1.83
F 4.72 0.43 0.62
F 4.92 -0.19 2.70
F 4.37 2.02 2.22
C -0.18 -4.73 -0.81
C 0.76 -5.96 -0.87
O 2.06 -5.40 -0.62
C 2.02 -4.09 -0.58
O 2.97 -3.37 -0.39
O 0.77 -3.65 -0.66
H -0.80 -4.74 0.08
H -0.68 -4.60 -1.76
H 0.86 -6.36 -1.88
H 0.56 -6.76 -0.16
C 0.28 5.95 -3.29
C 0.60 4.68 -4.10
O 0.93 3.72 -3.08
C 1.17 4.34 -1.95
O 1.48 3.82 -0.90
O 0.96 5.64 -2.07
H -0.78 6.03 -3.06
H 0.72 6.82 -3.75
H 1.55 4.87 -4.60
H -0.20 4.40 -4.78
C -3.99 -3.98 1.74
C -4.74 -2.77 1.18
O -3.94 -1.75 1.71
C -2.70 -2.16 1.92
O -1.79 -1.48 2.30
O -2.65 -3.50 1.77
H -4.01 -4.89 1.15
H -4.40 -4.34 2.69
H -5.76 -2.76 1.57
H -4.78 -2.96 0.10
C 1.16 -0.02 -2.48
C 1.05 -1.26 -3.34
C -0.30 -1.35 -4.05
O 0.00 -1.03 -5.40
C 1.33 -1.10 -5.60
O 1.82 -0.99 -6.67
O 1.98 -1.19 -4.42
H 2.18 0.12 -2.10
H 0.50 -0.20 -1.63
H 0.95 0.95 -2.93
H 1.21 -2.16 -2.75
H -1.01 -0.63 -3.65
H -0.67 -2.38 -4.00
C -4.25 1.64 0.60
C -3.32 2.37 -0.38
C -1.83 2.10 -0.20
O -1.37 2.14 -1.55
C -2.38 1.73 -2.34
O -2.29 1.50 -3.51
O -3.50 1.63 -1.62
H -4.14 0.56 0.65
H -5.29 1.83 0.33
H -4.18 2.05 1.60
H -3.66 3.40 -0.45
H -1.69 1.15 0.31
H -1.40 2.87 0.44
*
```